No. 1
{"formula": "C2H16NO5", "method": "the ωB97M-V functional and the def2-TZVPD basis", "species": ["C", "C", "N", "H", "H", "H", "H", "H", "H", "H", "H", "O", "H", "H", "O", "H", "H", "O", "H", "H", "O", "H", "H", "O"], "positions_angstrom": [[-0.970, -1.274, 2.118], [0.031, -2.173, 2.395], [-0.657, -0.113, 1.435], [-2.135, -1.419, 2.329], [-0.020, -3.085, 2.948], [1.024, -1.980, 1.943], [-1.418, 0.600, 1.433], [0.109, 0.313, 1.809], [-0.360, -0.248, 0.352], [-2.969, -2.260, -1.650], [-2.039, -3.431, -1.780], [-2.017, -2.462, -1.813], [-0.173, -0.155, 4.846], [1.250, 0.160, 4.850], [0.575, 0.159, 4.302], [0.849, 1.935, -2.889], [0.209, 2.632, -1.532], [0.556, 1.778, -1.934], [-0.814, -1.258, -1.454], [0.162, -0.120, -1.799], [-0.219, -0.655, -1.091], [2.558, 4.702, -3.850], [2.808, 4.038, -5.008], [2.504, 3.812, -4.172]], "nbo_charge": [-0.0815, -0.3306, -0.7405, 0.2348, 0.2357, 0.2109, 0.4305, 0.4353, 0.4848, 0.4882, 0.4962, -0.9609, 0.4781, 0.4692, -0.9439, 0.5139, 0.4965, -1.0000, 0.5113, 0.5277, -0.9563, 0.4647, 0.4659, -0.9299], "total_charge": 1, "fmax_ev_per_a": 6.9, "e_lumo_ev": -2.6874, "energy_ev": -14053.633, "gap_ev": 10.88}

No. 2
{"formula": "C5H12BN", "method": "the ωB97M-V functional and the def2-TZVPD basis", "species": ["C", "C", "B", "N", "C", "H", "H", "H", "H", "H", "H", "H", "H", "C", "C", "H", "H", "H", "H"], "positions_angstrom": [[0.450, 0.958, 2.394], [1.857, 0.573, 1.844], [1.545, -0.086, 0.412], [1.358, -0.225, -0.853], [1.050, -0.440, -2.162], [0.587, 1.826, 3.134], [-0.160, 0.090, 2.773], [-0.249, 1.282, 1.532], [2.359, -0.118, 2.500], [2.467, 1.492, 1.758], [1.788, -0.026, -2.848], [1.001, -1.474, -2.446], [0.058, -0.069, -2.323], [-2.130, -0.475, -0.400], [-2.584, -0.847, -1.574], [-2.382, -0.960, 0.534], [-1.355, 0.306, -0.165], [-3.369, -1.542, -1.677], [-2.290, -0.264, -2.433]], "nbo_charge": [-0.6071, -0.7604, 0.8770, -0.8069, -0.3990, 0.2164, 0.2153, 0.2069, 0.2363, 0.2456, 0.1932, 0.1929, 0.1925, -0.3716, -0.3986, 0.1841, 0.1948, 0.1976, 0.1910], "fmax_ev_per_a": 5.8, "e_lumo_ev": 0.6830, "energy_ev": -7544.549, "gap_ev": 10.04}

No. 3
{"formula": "C3H6FNO2", "method": "the ωB97M-V functional and the def2-TZVPD basis", "species": ["O", "N", "C", "C", "O", "C", "F", "H", "H", "H", "H", "H", "H"], "positions_angstrom": [[-0.473, 0.752, 1.684], [0.748, 1.258, 1.121], [1.131, 0.585, 0.091], [0.463, -0.563, -0.600], [0.423, -1.695, 0.253], [-0.968, -0.171, -0.959], [-1.527, -1.167, -1.667], [-0.592, 1.371, 2.393], [2.040, 0.983, -0.407], [1.107, -0.847, -1.448], [0.197, -1.309, 1.132], [-1.013, 0.812, -1.527], [-1.535, -0.010, -0.067]], "nbo_charge": [-0.6107, -0.1196, 0.0252, -0.0151, -0.6890, 0.0370, -0.3468, 0.4877, 0.2092, 0.2024, 0.4768, 0.1542, 0.1886], "fmax_ev_per_a": 2.2, "e_lumo_ev": 0.6510, "energy_ev": -11508.414, "gap_ev": 11.18}

No. 4
{"formula": "C48H96Br26ClN3O3P", "method": "the ωB97M-V functional and the def2-TZVPD basis", "species": ["C", "C", "N", "C", "N", "C", "C", "C", "C", "C", "C", "C", "C", "C", "C", "C", "C", "N", "Cl", "C", "C", "C", "P", "O", "O", "C", "C", "C", "C", "O", "H", "H", "H", "H", "H", "H", "H", "H", "H", "H", "H", "H", "H", "H", "H", "H", "H", "H", "H", "H", "H", "H", "H", "H", "H", "H", "H", "H", "H", "H", "H", "H", "H", "H", "H", "H", "H", "H", "H", "H", "H", "H", "H", "H", "Br", "C", "C", "Br", "H", "H", "H", "H", "Br", "C", "C", "Br", "H", "H", "H", "H", "Br", "C", "C", "Br", "H", "H", "H", "H", "Br", "C", "C", "Br", "H", "H", "H", "H", "Br", "C", "C", "Br", "H", "H", "H", "H", "Br", "C", "C", "Br", "H", "H", "H", "H", "Br", "C", "C", "Br", "H", "H", "H", "H", "Br", "C", "C", "Br", "H", "H", "H", "H", "Br", "C", "C", "Br", "H", "H", "H", "H", "Br", "C", "C", "Br", "H", "H", "H", "H", "Br", "C", "C", "Br", "H", "H", "H", "H", "Br", "C", "C", "Br", "H", "H", "H", "H", "Br", "C", "C", "Br", "H", "H", "H", "H"], "positions_angstrom": [[3.910, 3.002, 3.351], [2.977, 2.450, 2.599], [2.992, 1.061, 2.192], [3.151, 0.081, 3.128], [2.316, -0.170, 4.097], [2.473, -1.316, 5.000], [2.684, -0.971, 6.471], [3.134, -2.242, 7.194], [1.105, 0.627, 4.347], [-0.178, -0.146, 4.006], [-1.406, 0.786, 3.952], [-1.939, 0.979, 2.533], [-2.631, -0.277, 1.980], [-1.778, -1.127, 1.011], [-2.403, -1.328, -0.382], [-2.367, -2.776, -0.871], [-0.942, -3.360, -0.913], [4.282, -0.728, 2.915], [5.284, -0.660, 4.398], [4.945, -0.221, 1.668], [5.409, -1.377, 0.781], [6.114, -0.919, -0.511], [6.394, 0.856, 2.224], [6.574, 2.017, 1.086], [7.668, -0.110, 1.954], [3.858, 0.686, 1.039], [2.991, 0.103, -0.095], [1.783, -0.760, 0.284], [2.018, -2.219, 0.627], [2.531, -2.854, -0.535], [4.049, 4.074, 3.295], [4.515, 2.440, 4.053], [2.124, 3.011, 2.235], [3.250, -1.980, 4.633], [1.534, -1.870, 4.921], [1.727, -0.657, 6.897], [3.407, -0.165, 6.610], [3.329, -2.065, 8.250], [2.386, -3.031, 7.084], [4.050, -2.622, 6.733], [1.090, 0.864, 5.413], [1.144, 1.574, 3.821], [-0.025, -0.667, 3.056], [-0.320, -0.910, 4.774], [-2.193, 0.405, 4.605], [-1.116, 1.762, 4.361], [-2.647, 1.813, 2.547], [-1.107, 1.263, 1.881], [-3.569, 0.002, 1.497], [-2.902, -0.901, 2.841], [-1.580, -2.102, 1.462], [-0.810, -0.637, 0.904], [-3.454, -1.025, -0.316], [-1.915, -0.690, -1.126], [-2.971, -3.395, -0.207], [-2.788, -2.801, -1.874], [-0.195, -2.562, -0.984], [-0.716, -3.944, -0.018], [-0.799, -4.011, -1.776], [4.564, -2.004, 0.511], [6.072, -2.012, 1.370], [6.060, 0.160, -0.673], [5.682, -1.422, -1.377], [7.170, -1.190, -0.501], [7.045, 2.755, 1.515], [8.091, 0.018, 1.092], [4.303, 1.604, 0.654], [2.587, 0.968, -0.622], [3.634, -0.409, -0.811], [1.215, -0.301, 1.095], [1.122, -0.751, -0.589], [1.090, -2.689, 0.973], [2.741, -2.310, 1.449], [2.865, -3.732, -0.303], [-5.966, -6.179, 0.495], [-6.330, -4.789, 1.803], [-5.259, -3.736, 1.777], [-3.634, -4.386, 2.642], [-6.421, -5.277, 2.768], [-7.291, -4.376, 1.510], [-5.565, -2.856, 2.340], [-4.985, -3.446, 0.766], [2.345, -4.750, -4.623], [3.625, -3.636, -3.683], [4.860, -4.403, -3.292], [4.522, -5.580, -1.775], [3.107, -3.224, -2.821], [3.878, -2.834, -4.374], [5.644, -3.722, -2.964], [5.244, -5.035, -4.086], [-4.852, -1.244, 5.962], [-4.647, -2.746, 7.181], [-4.874, -4.065, 6.493], [-6.759, -4.398, 6.154], [-5.344, -2.580, 7.997], [-3.627, -2.686, 7.553], [-4.544, -4.884, 7.129], [-4.373, -4.120, 5.533], [-3.735, 2.290, -0.512], [-2.722, 3.927, -0.241], [-1.451, 3.931, -1.047], [-0.119, 2.737, -0.273], [-2.539, 4.006, 0.826], [-3.367, 4.735, -0.578], [-1.002, 4.921, -1.056], [-1.608, 3.589, -2.065], [0.638, -4.730, 3.952], [1.572, -6.154, 4.897], [0.705, -6.762, 5.969], [0.553, -5.600, 7.522], [2.480, -5.721, 5.306], [1.827, -6.890, 4.139], [1.147, -7.685, 6.335], [-0.305, -6.953, 5.619], [-4.559, 6.269, -2.482], [-5.840, 4.850, -2.865], [-7.226, 5.399, -3.066], [-8.047, 5.922, -1.385], [-5.781, 4.149, -2.038], [-5.483, 4.375, -3.776], [-7.871, 4.632, -3.489], [-7.231, 6.276, -3.705], [6.996, -7.125, -5.345], [6.892, -6.254, -7.078], [7.965, -5.211, -7.240], [7.577, -3.601, -6.219], [5.893, -5.837, -7.160], [7.019, -7.043, -7.816], [8.029, -4.890, -8.277], [8.934, -5.563, -6.904], [7.173, 4.862, 2.715], [8.603, 6.187, 2.732], [9.812, 5.716, 1.970], [10.798, 4.359, 2.944], [8.817, 6.379, 3.779], [8.182, 7.078, 2.272], [10.500, 6.544, 1.820], [9.548, 5.281, 1.012], [-5.245, -2.976, -2.639], [-7.002, -3.809, -2.707], [-8.063, -2.831, -2.268], [-7.948, -2.569, -0.339], [-6.954, -4.675, -2.052], [-7.160, -4.127, -3.735], [-9.063, -3.206, -2.466], [-7.954, -1.853, -2.723], [-8.610, -2.305, -5.827], [-10.398, -3.068, -5.761], [-11.413, -2.092, -5.230], [-11.281, -1.859, -3.305], [-10.334, -3.965, -5.153], [-10.640, -3.339, -6.786], [-12.419, -2.464, -5.411], [-11.305, -1.105, -5.668], [-3.898, 10.354, -6.924], [-3.830, 9.199, -5.368], [-3.231, 7.854, -5.675], [-4.472, 6.704, -6.630], [-4.845, 9.119, -4.990], [-3.214, 9.728, -4.644], [-3.006, 7.328, -4.751], [-2.337, 7.928, -6.287], [3.142, -0.167, -5.771], [5.044, 0.044, -6.112], [5.344, 0.135, -7.586], [5.206, -1.597, -8.445], [5.542, -0.804, -5.652], [5.337, 0.962, -5.606], [6.369, 0.465, -7.739], [4.664, 0.802, -8.105], [-4.584, 12.266, -3.167], [-4.047, 11.407, -1.511], [-2.577, 11.579, -1.231], [-1.480, 10.433, -2.360], [-4.324, 10.361, -1.596], [-4.636, 11.878, -0.728], [-2.350, 11.284, -0.209], [-2.242, 12.596, -1.404]], "lowdin_charge": [0.0524, -0.1357, 0.0229, -0.3277, 0.0216, -0.2053, -0.2413, -0.0898, -0.1011, -0.1429, -0.1839, -0.2250, -0.1935, -0.1961, -0.2133, -0.2906, -0.0833, -0.2784, 0.7567, -0.4834, -0.1932, -0.0722, 0.8230, -0.3012, -0.2585, -0.2047, -0.1002, -0.1694, -0.2631, -0.0925, 0.0609, 0.0623, 0.1017, 0.0821, 0.0897, 0.1089, 0.1002, 0.0818, 0.0434, 0.0720, 0.1326, 0.1077, 0.1046, 0.1121, 0.0901, 0.1115, 0.0983, 0.0390, 0.0716, 0.0942, 0.0864, 0.0629, 0.0846, 0.1078, 0.0635, 0.0133, 0.0523, 0.0677, 0.0754, 0.0832, 0.1156, 0.0764, 0.0719, 0.0751, -0.0706, 0.0698, 0.1334, 0.0998, 0.1074, 0.0819, 0.1154, 0.0960, 0.1037, 0.0460, 0.6375, -0.7168, -0.6883, 0.6319, 0.0361, -0.0170, 0.0639, 0.0145, 0.6239, -0.7013, -0.6864, 0.6367, 0.0243, 0.0166, 0.0494, -0.0108, 0.6037, -0.6887, -0.7013, 0.6166, 0.0507, 0.0563, 0.0609, -0.0078, 0.6942, -0.6809, -0.6674, 0.6657, 0.0513, -0.0211, 0.0632, 0.0544, 0.6152, -0.6794, -0.6854, 0.6139, 0.0477, 0.0618, 0.0622, 0.0516, 0.6642, -0.6610, -0.6951, 0.6189, 0.0190, 0.0626, 0.0633, 0.0493, 0.6374, -0.6851, -0.6795, 0.5866, 0.0529, 0.0611, 0.0617, 0.0507, 0.7020, -0.6575, -0.6991, 0.6261, 0.0546, 0.0632, 0.0636, 0.0518, 0.7054, -0.6829, -0.7326, 0.6908, 0.0141, 0.0326, -0.0144, 0.0273, 0.6613, -0.6748, -0.6790, 0.6734, 0.0537, 0.0601, 0.0606, 0.0517, 0.6139, -0.7388, -0.7121, 0.6001, 0.0463, -0.0174, 0.0005, 0.0523, 0.6236, -0.6987, -0.6933, 0.5983, 0.0301, 0.0575, 0.0607, 0.0509, 0.6408, -0.6920, -0.6835, 0.6215, 0.0460, 0.0594, 0.0575, 0.0517], "total_charge": 1, "fmax_ev_per_a": 1.7, "e_lumo_ev": -3.0823, "energy_ev": -1904858.136, "gap_ev": 7.57}

No. 5
{"formula": "C4H5ClN2", "method": "the ωB97M-V functional and the def2-TZVPD basis", "species": ["C", "C", "C", "N", "C", "N", "Cl", "H", "H", "H", "H", "H"], "positions_angstrom": [[1.876, -0.858, -1.402], [0.742, -0.833, -1.030], [-0.427, -0.520, -0.163], [-1.427, 0.211, -0.926], [-0.099, 0.105, 1.200], [0.873, 0.873, 1.429], [0.940, 1.835, 2.774], [2.776, -0.870, -1.857], [-0.852, -1.400, 0.166], [-2.361, 0.292, -0.516], [-0.973, 1.070, -1.306], [-1.069, 0.095, 1.631]], "nbo_charge": [-0.1967, -0.0080, -0.1566, -0.8222, 0.1078, -0.4147, 0.1414, 0.2183, 0.2121, 0.3821, 0.3826, 0.1540], "fmax_ev_per_a": 2.6, "e_lumo_ev": 0.7531, "energy_ev": -19727.364, "gap_ev": 10.46}

No. 6
{"formula": "C5H6O2", "method": "the ωB97M-V functional and the def2-TZVPD basis", "species": ["O", "C", "C", "C", "C", "C", "O", "H", "H", "H", "H", "H", "H"], "positions_angstrom": [[-2.732, -0.555, -0.257], [-1.582, -0.426, -0.227], [-0.835, -0.695, 0.998], [0.519, -0.575, 0.964], [1.138, 0.144, -0.108], [0.282, 0.821, -0.977], [-0.833, -0.041, -1.395], [-1.499, -0.934, 1.712], [1.105, -1.210, 1.742], [1.815, 0.835, 0.211], [1.899, -0.491, -0.680], [-0.011, 1.631, -0.148], [0.732, 1.497, -1.833]], "nbo_charge": [-0.5209, 0.7562, -0.3442, -0.0768, -0.5218, -0.0648, -0.5384, 0.2290, 0.2292, 0.2437, 0.2176, 0.1616, 0.2294], "fmax_ev_per_a": 6.6, "e_lumo_ev": 0.4076, "energy_ev": -9374.796, "gap_ev": 10.44}